(1)
Formula: C38H108F6N9O15S2
Source: OMol25
Level of theory: ωB97M-V/def2-TZVPD

LUMO level (hartree): -0.36018
M (g mol⁻¹): 1109.5
E_tot (a.u.): -4526.732712
HOMO-LUMO gap (eV): 4.25
HOMO energy (eV): -14.054
Relative energy (zero: lowest compared OMol25 entry of this formula, charge and spin) (eV): 0.000
F_max (eV/Å): 4.4

```
! RIJCOSX wB97M-V def2-TZVPD def2/J DEFGRID3
* xyz 7 1
C 6.1554 -8.5522 5.4835
C 4.7538 -7.8425 5.6020
C 4.4872 -7.3449 6.9996
O 3.2620 -6.7185 7.2596
C 3.1992 -6.2537 8.6087
N 4.5422 -6.7026 4.6059
H 3.5780 -6.4799 4.8080
H 5.0363 -5.8551 4.8460
H 4.5839 -6.9695 3.6327
H 6.1739 -9.5908 5.8137
H 6.8860 -7.9767 6.0519
H 6.5060 -8.6969 4.4616
H 3.9795 -8.5680 5.3525
H 5.3813 -6.8086 7.3175
H 4.5571 -8.2286 7.6340
H 3.2204 -7.0056 9.3975
H 2.2568 -5.7207 8.7343
H 3.9403 -5.4615 8.7148
C -4.8058 4.3490 0.2367
C -5.9586 5.3303 0.4151
C -5.6824 6.5296 1.3504
O -6.8478 7.3355 1.3635
C -6.7252 8.7558 1.6532
N -6.3197 5.7713 -1.0586
H -6.9584 6.5499 -0.9821
H -5.4733 6.2026 -1.4017
H -6.6425 5.1157 -1.7558
H -5.1850 3.4088 -0.1636
H -4.3687 4.1276 1.2104
H -3.9917 4.7666 -0.3558
H -6.8607 4.8734 0.8221
H -4.8534 7.0745 0.8989
H -5.4211 6.1863 2.3514
H -6.2089 8.9235 2.5984
H -7.7518 9.1201 1.6932
H -6.1994 9.3478 0.9041
C 0.1032 6.9608 11.2055
C 0.3827 5.9134 12.3465
C 1.7783 5.1364 12.1512
O 2.0557 4.7278 10.8333
C 1.3612 3.5784 10.3484
N 0.4568 6.6112 13.6997
H 0.6295 5.9530 14.4461
H 1.1450 7.3503 13.7116
H -0.4085 7.0705 13.9457
H 0.0437 6.3802 10.2850
H 0.9736 7.6165 11.1787
H -0.8223 7.5089 11.3822
H -0.4586 5.2243 12.4199
H 1.8215 4.2320 12.7580
H 2.6487 5.7084 12.4729
H 0.2982 3.8149 10.3012
H 1.4608 2.6523 10.9146
H 1.6120 3.3229 9.3189
C -4.6155 -3.1162 -6.3846
C -5.7106 -3.8854 -7.1511
C -5.4764 -5.3678 -7.3438
O -6.4996 -6.0650 -8.0332
C -6.5537 -5.9279 -9.4627
N -7.0295 -3.6562 -6.5076
H -7.1448 -3.1050 -5.6692
H -7.5888 -3.1631 -7.1888
H -7.4151 -4.5888 -6.4667
H -3.6439 -2.9349 -6.8442
H -4.3217 -3.7651 -5.5595
H -5.0444 -2.2098 -5.9572
H -5.8312 -3.5647 -8.1858
H -5.4230 -5.9894 -6.4499
H -4.5295 -5.5732 -7.8430
H -5.6860 -6.4748 -9.8316
H -6.3742 -4.9521 -9.9141
H -7.4674 -6.3378 -9.8929
C 11.7703 -2.3654 -4.3574
C 10.5533 -1.4286 -4.2693
C 9.6598 -1.4862 -5.5824
O 8.5050 -0.7256 -5.5237
C 8.7657 0.6799 -5.5039
N 9.8595 -1.8652 -3.0346
H 8.9042 -1.5394 -3.0707
H 9.8785 -2.8750 -3.0273
H 10.1930 -1.5329 -2.1410
H 12.2984 -2.2848 -3.4072
H 12.5090 -2.0213 -5.0813
H 11.5043 -3.4197 -4.4329
H 10.8613 -0.4220 -3.9865
H 9.4424 -2.5493 -5.6856
H 10.2603 -1.2043 -6.4472
H 7.9168 1.3635 -5.5021
H 9.4538 1.1306 -6.2191
H 9.0159 0.8536 -4.4573
C -9.7137 0.6461 7.8073
C -8.1940 0.4320 8.0174
C -7.3015 0.9522 6.8358
O -5.8889 0.6734 7.1190
C -5.5241 -0.6674 6.9773
N -7.8611 0.8717 9.3882
H -7.9817 1.8552 9.5839
H -8.1953 0.3399 10.1792
H -6.8637 0.7567 9.4982
H -10.2141 -0.0586 7.1431
H -9.7846 1.6658 7.4288
H -10.2889 0.8529 8.7098
H -8.1346 -0.6558 8.0523
H -7.4022 2.0358 6.7750
H -7.6867 0.5333 5.9062
H -5.8808 -1.0256 6.0116
H -5.9908 -1.3469 7.6905
H -4.4561 -0.8084 7.1432
C 4.4044 6.6518 1.2463
C 2.9938 7.3837 1.1676
C 2.4863 8.1827 2.4453
O 1.1398 8.5172 2.2533
C 0.5617 9.3481 3.2785
N 3.0281 8.4032 -0.0415
H 3.4056 9.2100 0.4345
H 3.6398 8.1273 -0.7964
H 2.2027 8.7758 -0.4886
H 5.2077 7.3651 1.4311
H 4.6938 6.0939 0.3558
H 4.4583 5.9093 2.0425
H 2.3004 6.6664 0.7287
H 3.0620 9.0834 2.6582
H 2.4923 7.4835 3.2814
H 0.2636 8.8289 4.1893
H -0.3212 9.8363 2.8659
H 1.2188 10.1820 3.5256
C 2.9684 -6.0820 -6.9989
C 1.6921 -6.7184 -6.4396
C 1.3730 -7.9874 -7.2242
O 0.2572 -8.7246 -6.6222
C -0.0038 -10.0066 -7.1989
N 1.7858 -7.0332 -4.9482
H 2.6406 -7.5639 -4.8593
H 1.7838 -6.1907 -4.3911
H 1.0367 -7.6321 -4.6318
H 3.8571 -6.7115 -6.9518
H 3.1610 -5.1533 -6.4618
H 2.7673 -5.6714 -7.9884
H 0.7634 -6.1521 -6.5106
H 2.2476 -8.6316 -7.3144
H 1.1206 -7.7541 -8.2586
H 0.7602 -10.7721 -7.0630
H -0.3458 -10.1577 -8.2227
H -0.8510 -10.4524 -6.6777
C 0.7384 3.2512 -8.2428
C 0.7735 4.0230 -9.5129
C 0.9326 3.1538 -10.7504
O 0.7572 3.9493 -11.9319
C 0.6898 3.2003 -13.0928
N -0.5192 4.8444 -9.6568
H -0.5228 5.6037 -8.9909
H -0.5715 5.2304 -10.5886
H -1.3045 4.2270 -9.5080
H -0.1886 2.7712 -7.9294
H 0.8496 3.9505 -7.4141
H 1.5105 2.5167 -8.0137
H 1.5066 4.8264 -9.5852
H 0.1557 2.3920 -10.6853
H 1.8335 2.5403 -10.7524
H 1.6478 2.7472 -13.3476
H 0.2355 3.7131 -13.9406
H 0.1385 2.2662 -12.9844
C -4.2948 -6.7304 0.9654
F -4.1691 -5.7759 0.0867
F -4.8132 -6.1513 2.1037
F -5.0520 -7.6881 0.5405
S -2.5803 -7.5589 1.4304
O -1.9638 -8.0518 0.1679
O -1.7441 -6.5776 2.0828
O -2.9506 -8.5984 2.4155
C 1.6566 -0.0559 1.1748
F 2.6520 -0.1286 2.0331
F 0.7134 -0.8746 1.5461
F 1.1997 1.1823 1.1947
S 2.2552 -0.5320 -0.5780
O 1.1510 -0.5231 -1.5272
O 3.1259 0.6090 -0.9263
O 2.9391 -1.8415 -0.2707
*
```

Atom charges from the Mulliken analysis, given in e for atoms 1 to 4: -1.313, 0.280, -0.906, -0.339



(2)
Formula: C6H8N2S
Source: OMol25
Level of theory: ωB97M-V/def2-TZVPD

LUMO level (spin up / spin down) (hartree): 0.02044 / -0.08364
M (g mol⁻¹): 140.2
E_tot (a.u.): -740.962733
HOMO-LUMO gap (spin up / spin down) (eV): 7.62 / 6.46
HOMO energy (spin up / spin down) (eV): -7.062 / -8.740
Relative energy (zero: lowest compared OMol25 entry of this formula, charge and spin) (eV): 0.963
F_max (eV/Å): 4.3
<S²>: 2.037

```
! RIJCOSX wB97M-V def2-TZVPD def2/J DEFGRID3
* xyz 0 3
C 1.1428 -0.6245 2.3878
C 0.2304 0.2379 -0.3427
C -0.2402 1.4800 0.0256
C 0.5176 -1.4642 1.4243
C -0.1348 2.5018 -1.0887
C -0.4803 -2.0836 -0.7168
N 1.6935 0.0805 3.1501
N 0.1402 -1.0438 0.1679
S -1.0109 1.8632 1.4728
H 0.3704 0.1222 -1.3523
H 0.2348 -2.5466 1.7434
H 0.1516 2.0377 -2.0364
H 0.5170 3.4351 -0.8441
H -1.1187 2.8396 -1.1905
H -0.9472 -2.9190 -0.2394
H -1.1944 -1.4723 -1.1456
H 0.1281 -2.4440 -1.4153
*
```

Atom charges from the Mulliken analysis, given in e for atoms 1 to 4: 0.035, -0.698, 0.421, 0.108



Question: Which value of F_max does entry 1 give?
Answer: 4.4 eV/Å